This record from the OMol25 dataset describes a structure of composition C35H40AlClNO4SSbSe4. The level of theory is ωB97M-V/def2-TZVPD.

CARTESIAN COORDINATES (ANGSTROEM)
Al -0.2027 0.9761 0.9622
Se -3.2981 -1.0879 4.5950
Sb -2.8458 1.4157 4.5266
Se -1.1407 2.2879 2.6754
Se -4.9223 2.4222 3.7541
Se -1.9135 2.1016 6.6556
O -1.2754 -0.4460 0.7230
S -2.0986 -0.8861 2.0083
C -3.7347 -1.2200 1.2446
C -3.7655 -0.7257 -0.1712
C -3.8560 0.6444 -0.4124
C -3.8760 1.1272 -1.7116
C -3.8078 0.2470 -2.7872
C -3.7171 -1.1190 -2.5515
C -3.6945 -1.6011 -1.2483
C -1.3751 -2.5694 2.2222
C -1.5014 -3.4552 1.0205
C -0.6475 -3.2857 -0.0688
C -0.7781 -4.0768 -1.2011
C -1.7580 -5.0624 -1.2541
C -2.5985 -5.2561 -0.1653
C -2.4708 -4.4560 0.9639
H -4.4257 -0.6759 1.8849
H -3.9404 -2.2835 1.3260
H -3.9019 1.3322 0.4299
H -3.9481 2.1950 -1.8856
H -3.8235 0.6243 -3.8035
H -3.6600 -1.8127 -3.3828
H -3.6090 -2.6683 -1.0700
H -1.8558 -2.9707 3.1056
H -0.3288 -2.3474 2.4398
H 0.1181 -2.5212 -0.0121
H -0.1133 -3.9232 -2.0437
H -1.8580 -5.6818 -2.1386
H -3.3588 -6.0278 -0.1962
H -3.1209 -4.6103 1.8188
C 1.5991 5.0508 -4.3190
C 1.0333 3.6746 -4.5271
C 1.6405 2.7423 -5.3529
C 1.1313 1.4548 -5.4573
Cl 1.9367 0.3021 -6.4971
C 0.0225 1.0694 -4.7335
C -0.5986 1.9990 -3.9078
C -0.1090 3.2939 -3.8183
O -0.7027 4.2618 -3.0667
C -1.2414 3.8218 -1.8220
C -0.1592 3.1578 -0.9647
O 0.9469 3.6581 -0.8936
O -0.5754 2.0704 -0.3977
H 2.5434 5.1684 -4.8510
H 1.7592 5.2108 -3.2505
H 0.9015 5.8212 -4.6562
H 2.5344 3.0079 -5.9046
H -0.3556 0.0575 -4.7967
H -1.4568 1.6898 -3.3218
H -2.0810 3.1420 -1.9587
H -1.5935 4.7180 -1.3167
C 0.9823 -0.7583 5.7322
C 1.9007 -0.5467 4.5579
C 3.2862 -0.6673 4.6942
C 4.1092 -0.4135 3.6103
C 5.6118 -0.4905 3.7469
C 3.5598 -0.0868 2.3732
C 2.1694 -0.0110 2.1688
C 1.3788 -0.2185 3.3207
N 1.5416 0.2351 0.9368
C 2.2853 -0.0360 -0.3295
C 1.2594 -0.1756 -1.4660
C 3.2315 1.1076 -0.7358
C 3.0437 -1.3919 -0.2910
H 1.4407 -1.4229 6.4710
H 0.0226 -1.1837 5.4299
H 0.7514 0.1903 6.2232
H 3.7107 -0.9455 5.6557
H 5.9071 -0.5919 4.7929
H 6.0854 0.4082 3.3445
H 6.0161 -1.3468 3.1987
H 4.2463 0.1220 1.5705
H 0.3037 -0.0967 3.2469
H 0.6558 0.7234 -1.5733
H 0.5835 -1.0167 -1.2862
H 1.7776 -0.3330 -2.4153
H 2.6670 2.0358 -0.8231
H 3.6940 0.8824 -1.7048
H 4.0237 1.2735 -0.0084
H 2.6182 -2.0577 0.4620
H 4.1055 -1.2814 -0.0759
H 2.9602 -1.8817 -1.2657

Calculated values
HOMO level   -1.744 eV
Kohn-Sham gap   5.2815 eV
LUMO   3.54 eV
ΔE to the lowest compared entry with this formula, charge and spin   0.0 kJ/mol
Charge   -2

This record from the OMol25 dataset describes a structure of composition C6H6F5O3Sn. The level of theory is ωB97M-V/def2-TZVPD.

CARTESIAN COORDINATES (ANGSTROEM)
Sn 5.8456 7.0953 5.9344
C 4.0206 4.5169 5.7038
C 4.6968 5.5435 4.9570
O 4.7779 5.8118 3.7777
H 3.3928 3.8943 5.0392
H 3.3565 4.9906 6.4670
H 4.7375 3.8596 6.2164
C 4.5848 10.3044 3.4745
O 4.9958 9.0186 4.0112
C 4.6439 8.7747 5.3279
O 3.8513 9.4854 5.9041
H 5.1319 10.3619 2.5379
H 4.8966 11.1004 4.1494
H 3.4981 10.3235 3.3252
F 7.6982 8.2005 4.0797
C 7.8631 7.1468 4.9741
F 8.7778 7.5089 5.9240
C 8.2072 5.8470 4.2821
F 7.4277 5.6778 3.1884
F 8.0408 4.7795 5.1365
F 9.5058 5.8835 3.9053

Calculated values
HOMO level   -2.276 eV
Kohn-Sham gap   5.7411 eV
LUMO   3.47 eV
ΔE to the lowest compared entry with this formula, charge and spin   36.6 kJ/mol
Charge   -1

This record from the OMol25 dataset describes a structure of composition C22H35MoN5O9P2SeTe. The level of theory is ωB97M-V/def2-TZVPD.

CARTESIAN COORDINATES (ANGSTROEM)
Mo 2.7632 -0.5841 -1.3362
C -4.9375 0.6645 -1.3107
C -4.3354 0.2118 -0.0427
C -3.7337 1.0113 0.9413
C -3.1814 0.4988 2.1198
C -3.3522 -0.8909 2.4270
C -3.8851 -1.6535 1.4176
C -4.4224 -1.1345 0.2586
H -5.7723 0.1329 -1.5951
H -4.1638 0.5443 -2.0650
H -5.1788 1.7040 -1.2652
H -3.6540 2.1049 0.7649
H -2.6729 1.1992 2.7570
H -2.9995 -1.2348 3.3885
H -4.0812 -2.6961 1.6748
H -4.7704 -1.8128 -0.5006
C 1.5877 2.3891 4.3440
C 0.6336 1.2656 3.8830
O 1.0470 0.8511 2.5189
P 1.8080 -0.5233 2.1382
O 1.8792 -0.6752 0.5999
Te 3.9852 -0.6373 2.9968
O 0.7528 -1.5937 2.6172
C 0.9524 -2.9939 2.5408
C 0.5165 -3.7195 3.8362
H 1.2058 3.2838 3.8276
H 2.6380 2.2601 4.1169
H 1.9758 2.3419 6.3187
H -0.3531 1.5624 3.7992
H 0.5019 0.3297 4.5020
H 2.0103 -3.2791 2.2292
H 0.3306 -3.2938 1.6920
H 1.3991 -3.6120 4.5134
H 0.4179 -4.7613 3.6073
H -0.4102 -3.3323 4.2182
O 1.2427 2.5399 5.7540
Se 4.6875 0.8383 -2.8630
O 4.3498 0.5230 -1.1070
O 3.5099 -0.4157 -3.2223
O 3.9877 2.2808 -3.0707
C 0.4664 4.3546 -1.5707
N -0.1801 3.4325 -2.5799
C -1.4325 2.9409 -1.9444
N -1.3431 2.3221 -0.6367
C -0.7322 3.2928 0.2460
N 0.5906 3.8023 -0.2321
C 1.5705 2.6393 -0.1906
P 1.0537 1.2424 -1.3127
C 0.6803 2.2777 -2.8284
C -0.6908 1.0383 -0.6523
H -0.2517 5.1804 -1.4976
H 1.4409 4.6288 -1.9311
H -1.8795 2.2815 -2.6690
H -2.0825 3.8125 -1.8816
H -0.5780 2.8749 1.2378
H -1.3708 4.1770 0.3209
H 1.7039 2.3623 0.8332
H 2.5557 3.0132 -0.5152
H 0.1237 1.6660 -3.5533
H 1.5914 2.6178 -3.3465
H -0.5612 0.6498 0.3331
H -1.2399 0.3076 -1.2604
C 2.5126 -5.1157 -2.4280
N 1.4875 -4.1054 -2.5366
C 0.6137 -4.1600 -3.6065
C 0.0248 -3.0472 -4.0914
C 0.2066 -1.7383 -3.4316
O -0.4068 -0.7571 -3.7810
N 1.0683 -1.7189 -2.3377
C 1.7716 -2.8573 -2.0909
O 2.7373 -2.6578 -1.3280
H 2.6037 -5.5337 -3.4281
H 2.2692 -5.8589 -1.6454
H 3.5326 -4.7024 -2.1449
H 0.5013 -5.1765 -4.0516
H -0.6357 -3.1793 -4.8911

Calculated values
HOMO level (alpha / beta)   -7.107 / -7.104 eV
Kohn-Sham gap (alpha / beta)   5.9325 / 6.5588 eV
Multiplicity   3
LUMO (alpha / beta)   -1.17 / -0.55 eV
ΔE to the lowest compared entry with this formula, charge and spin   0.0 kJ/mol
<S²>   2.016

This record from the OMol25 dataset describes a cluster of 3 separate species, C15H18FN3O8S in total. The level of theory is ωB97M-V/def2-TZVPD.

CARTESIAN COORDINATES (ANGSTROEM)
O -2.8744 2.6548 -1.8908
N -3.8938 1.9926 -1.9685
O -4.9459 2.4021 -2.4111
C -3.8410 0.6004 -1.4909
C -2.6643 0.1283 -0.9387
C -2.6258 -1.1777 -0.4780
C -3.7511 -1.9854 -0.5814
C -4.9205 -1.4907 -1.1440
C -4.9739 -0.1845 -1.6032
H -1.7977 0.7686 -0.8703
H -1.7217 -1.5683 -0.0342
H -3.7142 -3.0037 -0.2170
H -5.7953 -2.1214 -1.2232
H -5.8746 0.2182 -2.0412
O 2.7226 4.0967 2.1022
N 1.7891 3.5568 1.5435
O 1.7663 2.3890 1.2083
C 0.6007 4.3777 1.2463
C 0.6130 5.7181 1.5845
C -0.5018 6.4847 1.2845
C -1.5997 5.9065 0.6599
C -1.5926 4.5558 0.3361
C -0.4831 3.7808 0.6308
H 1.4761 6.1499 2.0683
H -0.5102 7.5365 1.5362
H -2.4643 6.5115 0.4208
H -2.4432 4.1063 -0.1518
H -0.4573 2.7306 0.3828
C 5.3297 -3.8395 0.2386
C 4.6230 -2.4840 0.2423
O 3.2074 -2.5679 0.3676
C 2.5306 -3.1274 -0.7095
N 1.6115 -4.1977 -0.3291
O 2.2606 -5.4292 -0.1160
S 0.6128 -3.9661 0.9894
O 1.2838 -3.8698 2.2262
O -0.5112 -4.8125 0.8412
F 0.1724 -2.5257 0.5528
H 4.6862 -4.6263 -0.1565
H 6.2165 -3.7982 -0.3944
H 5.6182 -4.1317 1.2460
H 4.8953 -1.8801 -0.6298
H 4.9372 -1.9178 1.1172
H 1.9263 -2.3711 -1.2141
H 3.2009 -3.5796 -1.4428
H 1.8774 -6.0096 -0.7891

Calculated values
HOMO level   -9.970 eV
SMILES string   O=[N+]([O-])c1ccccc1.O=[N+]([O-])c1ccccc1.CCOCN(O)S(=O)(=O)F
Kohn-Sham gap   9.3777 eV
LUMO   -0.59 eV

This record from the OMol25 dataset describes a structure of composition C3H14NOPbS. The level of theory is ωB97M-V/def2-TZVPD.

CARTESIAN COORDINATES (ANGSTROEM)
C -1.4999 1.8385 -0.9946
Pb 0.7810 -0.1202 -4.6478
N 1.4920 -0.8592 -2.2280
H 0.3420 1.6663 -4.9752
H 2.4526 -0.4517 -2.3700
H -2.0548 1.1799 -1.5788
H -1.6351 2.8525 -1.2334
H -0.4179 1.5544 -1.1943
H -1.8824 1.6519 0.0090
H 1.1127 -0.8764 -1.2138
H 1.5087 -1.7708 -2.6952
C -0.4756 -1.9696 2.6949
S -0.3529 -0.7036 1.4202
C 0.2711 0.7293 2.2954
O 0.7333 -1.1603 0.4872
H -1.3827 -1.7192 3.2501
H 0.4279 -1.9644 3.3496
H -0.5586 -2.9525 2.2432
H 0.6895 0.4269 3.2723
H 1.0240 1.2391 1.6841
H -0.5748 1.4091 2.4251

Calculated values
HOMO level   -12.008 eV
Kohn-Sham gap   6.3891 eV
LUMO   -5.62 eV
ΔE to the lowest compared entry with this formula, charge and spin   27.4 kJ/mol
Charge   +1

This record from the OMol25 dataset describes a cluster of 7 separate species, C26H68ClN4O14 in total. The level of theory is ωB97M-V/def2-TZVPD.

CARTESIAN COORDINATES (ANGSTROEM)
Cl 0.4144 -0.3775 -2.8614
O 1.0107 0.8821 -3.2316
O -0.5342 -0.8173 -3.8559
O 1.4871 -1.3518 -2.7557
O -0.2997 -0.2340 -1.6012
C 4.3455 -2.6629 -0.7984
O 4.9439 -1.9946 0.2645
C 4.6715 -2.5510 1.5199
C 4.9266 -1.5360 2.6381
N 4.2668 -0.2483 2.3420
C 4.1477 0.5454 3.5861
C 2.9290 0.2044 4.4161
O 1.7603 0.7077 3.8209
C 0.9279 1.4204 4.7141
H 5.0271 -3.4144 -1.2207
H 3.9180 -2.0102 -1.5590
H 3.4635 -3.2439 -0.4775
H 5.3818 -3.3730 1.7171
H 3.6390 -2.9134 1.5969
H 5.9963 -1.3304 2.7328
H 4.5293 -1.9969 3.5556
H 3.3163 -0.5301 2.1011
H 4.0400 1.5854 3.2555
H 5.0902 0.4965 4.1338
H 3.0742 0.5443 5.4556
H 2.8229 -0.8866 4.5514
H 1.4772 2.2322 5.1970
H 0.5659 0.7360 5.4949
H 0.0736 1.7707 4.1431
C -3.0336 -4.9630 -2.0938
O -3.8103 -3.8475 -1.7463
C -3.0245 -2.7663 -1.2707
C -3.7275 -1.4679 -1.5422
N -4.7236 -1.2875 -0.4831
C -5.5741 -0.1207 -0.6128
C -6.5754 -0.2098 -1.7487
O -7.5088 0.8441 -1.6392
C -8.3710 0.9156 -2.7429
H -3.6833 -5.7346 -2.4980
H -2.4768 -5.3592 -1.2325
H -2.2876 -4.6755 -2.8480
H -2.0016 -2.8201 -1.6740
H -2.8039 -2.9214 -0.2034
H -4.1762 -1.3845 -2.5390
H -2.9932 -0.6566 -1.5203
H -5.2988 -2.1107 -0.3572
H -4.9501 0.7691 -0.7301
H -6.1255 0.0461 0.3178
H -7.0932 -1.1811 -1.6928
H -6.0695 -0.1573 -2.7210
H -8.9095 1.8584 -2.6923
H -9.0319 0.0409 -2.7961
H -7.8147 0.9236 -3.6957
C 3.0472 3.9512 -4.5078
O 1.9214 4.7704 -4.2910
C 0.7225 4.1636 -4.7103
C -0.2115 5.2469 -5.2449
N -0.3074 6.4050 -4.3608
C -1.0864 6.1148 -3.1705
C -0.9978 7.2840 -2.1958
O -1.8574 7.1529 -1.0755
C -3.2218 7.1772 -1.4138
H 3.9203 4.4296 -4.0616
H 3.2660 3.8560 -5.5812
H 2.9285 2.9570 -4.0699
H 0.2459 3.5808 -3.9091
H 0.8896 3.3940 -5.4772
H -1.2074 4.8515 -5.4492
H 0.1946 5.5895 -6.2041
H 0.6360 6.6527 -4.0815
H -0.7265 5.2376 -2.6151
H -2.1372 5.9747 -3.4315
H -1.2104 8.2450 -2.6807
H 0.0182 7.3018 -1.7944
H -3.7849 7.4281 -0.5121
H -3.5692 6.2022 -1.7640
H -3.4502 7.9605 -2.1477
C 4.5990 -4.7110 4.4808
O 3.2479 -4.6578 4.1357
C 2.3509 -4.9196 5.1788
C 0.9659 -4.5573 4.6692
N 0.5297 -5.4286 3.6216
C -0.7342 -5.0435 2.9969
C -0.6685 -3.6591 2.3456
O 0.5055 -3.4869 1.5854
C 0.3467 -3.5075 0.1758
H 5.1454 -4.5808 3.5498
H 4.8372 -5.6866 4.9307
H 4.9433 -3.9426 5.1863
H 2.5586 -4.3223 6.0742
H 2.3849 -5.9926 5.4159
H 1.0010 -3.4797 4.4272
H 0.3042 -4.5473 5.5531
H 1.2515 -5.3719 2.9060
H -1.4855 -4.9621 3.7875
H -0.9839 -5.8113 2.2662
H -0.6192 -2.8862 3.1207
H -1.5732 -3.4033 1.7793
H -0.5112 -4.1493 -0.0705
H 1.2281 -3.9298 -0.3008
H 0.1445 -2.5113 -0.2284
C 2.1654 1.2494 0.1657
O 2.8744 0.1117 -0.2515
H 1.8711 1.8986 -0.6624
H 1.2940 0.9824 0.7864
H 2.7356 1.8671 0.8694
H 2.2294 -0.3727 -0.7795
C -0.4072 3.7259 0.0579
O -0.3838 3.0318 -1.1862
H 0.5142 4.2679 0.2931
H -1.2502 4.4125 0.0038
H -0.5441 2.9763 0.8437
H -0.2377 2.0833 -1.0904

Calculated values
HOMO level   -6.449 eV
Kohn-Sham gap   8.8520 eV
LUMO   2.40 eV
Charge   -1

This record from the OMol25 dataset describes a structure of composition C21H25CaN3O6S4. The level of theory is ωB97M-V/def2-TZVPD.

CARTESIAN COORDINATES (ANGSTROEM)
Ca 0.8725 0.2741 -0.2569
S -1.8053 2.1468 2.7320
C -2.9658 1.3872 1.7641
N -2.7574 0.6695 0.6932
C -3.9234 0.2153 0.1285
C -4.0034 -0.5455 -1.0426
C -5.2420 -0.9545 -1.5044
C -6.4122 -0.6167 -0.8248
C -6.3553 0.1490 0.3306
C -5.1183 0.5634 0.7995
S -4.7071 1.5311 2.1836
H -3.0911 -0.7665 -1.5792
H -5.3049 -1.5365 -2.4168
H -7.3734 -0.9438 -1.2050
H -7.2644 0.4218 0.8544
N -0.2890 -0.8121 1.9676
C -1.0476 -2.0261 1.8602
C -0.4635 -2.9690 0.7949
N -0.0035 -2.1759 -0.3295
H 0.6469 -0.8969 2.3445
H -0.7829 -0.0272 2.3830
H -2.0625 -1.7522 1.5558
H -1.1429 -2.5931 2.8012
H -1.2415 -3.6949 0.5192
H 0.3827 -3.5343 1.1973
H -0.7939 -1.6465 -0.6876
H 0.3961 -2.6777 -1.1137
O 3.5131 -0.4413 -3.9321
S 2.2644 -0.2786 -3.2118
O 1.4915 -1.4995 -3.0414
O 2.4207 0.4658 -1.9652
C 1.2721 0.8037 -4.2963
C 1.7126 0.8145 -5.6155
C 1.0870 1.5661 -6.5988
C -0.0096 2.3400 -6.2599
C -0.4603 2.3328 -4.9492
C 0.1568 1.5772 -3.9584
S -0.6746 1.6775 -2.3398
O 0.2452 2.3266 -1.4073
O -0.8285 0.2793 -1.9340
O -1.8999 2.3877 -2.6042
H 2.5838 0.2219 -5.8560
H 1.4631 1.5444 -7.6145
H -0.5205 2.9424 -7.0013
H -1.3257 2.9151 -4.6666
C 5.1955 0.7935 3.8955
C 3.8489 0.0707 4.0346
C 3.0460 0.7168 5.1731
C 4.1080 -1.4033 4.3798
C 3.0917 0.1667 2.7743
C 2.4543 0.2404 1.7335
H 5.7751 0.7151 4.8221
H 5.0346 1.8484 3.6702
H 5.7744 0.3607 3.0787
H 3.6080 0.6808 6.1131
H 2.0961 0.1986 5.3086
H 2.8226 1.7566 4.9332
H 4.6991 -1.4884 5.2983
H 4.6454 -1.8923 3.5662
H 3.1623 -1.9285 4.5218

Calculated values
HOMO level   -1.941 eV
Kohn-Sham gap   6.4052 eV
LUMO   4.46 eV
ΔE to the lowest compared entry with this formula, charge and spin   0.0 kJ/mol
Charge   -2

This record from the OMol25 dataset describes an isolated molecule of C3H6N4. The level of theory is ωB97M-V/def2-TZVPD.

CARTESIAN COORDINATES (ANGSTROEM)
H -1.2421 0.2250 0.9002
N -0.7847 1.0960 1.4221
N 0.4051 0.9186 1.6133
N 1.0898 -0.2697 1.2373
N 0.5904 -1.3942 0.7313
C -0.1438 -1.2481 -0.3092
C -0.4605 -0.2222 -1.2628
C 0.0550 0.9552 -1.2670
H 1.6951 -0.5551 2.0103
H -0.4444 -2.2868 -0.4917
H -1.1861 -0.3796 -2.0864
H -0.3440 1.8041 -1.9082
H 0.7702 1.3568 -0.5893

Calculated values
HOMO level   -9.175 eV
SMILES string   [H]/N=N\N/N=C\C=C
Kohn-Sham gap   9.3804 eV
LUMO   0.21 eV
ΔE to the lowest compared entry with this formula, charge and spin   466.0 kJ/mol

| no. | largest force on an atom (eV/A) |
| --- | --- |
| 1 | 0.54 |
| 2 | 4.49 |
| 3 | 3.66 |
| 4 | 0.36 |
| 5 | 2.38 |
| 6 | 1.74 |
| 7 | 1.11 |
| 8 | 5.06 |